(1)
The following is a DFT calculation (the ωB97M-V functional and the def2-TZVPD basis) of a 14-piece molecular cluster, C28H84O14 overall at a distorted geometry.

Summary:
* HOMO energy (alpha / beta): -0.0008 / -0.2692 Eh
* expectation value of S²: 0.751
* relative energy (zero: lowest compared OMol25 entry of this formula, charge and spin): 3.412 eV
* gap between HOMO and LUMO (alpha / beta): 1.92 / 9.22 eV

```
! RIJCOSX wB97M-V def2-TZVPD def2/J DEFGRID3
* xyz -1 2
C 4.986 2.119 0.346
C 4.038 2.041 -0.876
O 4.698 1.983 -2.112
H 5.884 2.736 0.329
H 5.451 1.137 0.439
H 4.483 2.255 1.303
H 3.228 2.769 -0.867
H 3.477 1.148 -0.602
H 5.377 1.305 -2.115
C 0.947 -5.894 3.474
C 0.696 -4.469 2.891
O 1.306 -3.487 3.667
H 0.347 -5.923 4.383
H 1.982 -6.072 3.766
H 0.547 -6.724 2.891
H -0.369 -4.286 2.744
H 1.078 -4.512 1.871
H 1.120 -2.583 3.405
C -4.539 2.402 1.654
C -3.290 1.919 2.408
O -3.647 0.993 3.432
H -4.343 3.169 0.904
H -5.264 2.819 2.353
H -5.020 1.485 1.313
H -2.707 2.663 2.949
H -2.589 1.253 1.904
H -2.806 0.684 3.776
C 2.656 -2.507 0.027
C 3.081 -1.965 1.356
O 2.080 -1.348 2.115
H 2.645 -1.682 -0.685
H 1.712 -3.004 0.251
H 3.396 -3.245 -0.285
H 3.909 -1.257 1.320
H 3.463 -2.829 1.899
H 2.571 -0.901 2.809
C -3.048 -5.495 -1.825
C -2.100 -4.295 -1.696
O -1.340 -4.495 -0.508
H -3.856 -5.464 -2.556
H -3.547 -5.579 -0.860
H -2.564 -6.472 -1.819
H -2.636 -3.346 -1.681
H -1.386 -3.988 -2.461
H -0.842 -3.695 -0.326
C 1.328 2.854 4.597
C 1.996 1.774 3.843
O 1.875 0.634 4.669
H 0.316 2.544 4.858
H 1.367 3.731 3.951
H 1.868 3.201 5.478
H 3.082 1.868 3.857
H 1.654 1.649 2.816
H 2.609 0.652 5.286
C 0.397 0.803 -1.073
C -0.177 0.225 0.255
O -0.063 -1.188 0.457
H 1.366 0.325 -1.220
H 0.480 1.888 -1.148
H -0.303 0.505 -1.853
H -1.232 0.427 0.072
H 0.226 0.663 1.168
H 0.681 -1.335 1.046
C 0.609 2.082 -4.736
C 2.041 1.622 -4.618
O 2.943 2.663 -4.348
H 0.286 2.295 -3.717
H -0.038 1.342 -5.206
H 0.505 3.064 -5.199
H 2.390 0.988 -5.434
H 1.881 1.021 -3.723
H 3.606 2.380 -3.713
C -2.058 -1.213 -3.523
C -3.357 -1.404 -4.258
O -4.354 -2.035 -3.473
H -2.151 -0.825 -2.509
H -1.316 -0.627 -4.066
H -1.623 -2.199 -3.359
H -3.244 -2.052 -5.127
H -3.705 -0.450 -4.654
H -4.648 -2.727 -4.070
C 2.041 -2.545 -3.876
C 3.351 -3.278 -3.625
O 2.996 -4.562 -3.321
H 1.595 -2.029 -3.026
H 1.266 -3.249 -4.178
H 2.028 -1.862 -4.726
H 3.804 -2.818 -2.747
H 4.067 -3.297 -4.446
H 2.565 -4.523 -2.464
C 0.645 6.663 -2.064
C 1.078 5.236 -2.365
O 1.865 5.140 -3.513
H 0.551 6.612 -0.979
H -0.250 6.988 -2.594
H 1.332 7.427 -2.428
H 0.242 4.538 -2.338
H 1.741 4.936 -1.553
H 2.166 4.243 -3.670
C -4.196 -2.377 1.265
C -3.940 -1.358 0.108
O -5.008 -1.509 -0.761
H -4.274 -3.373 0.829
H -4.976 -2.195 2.005
H -3.287 -2.260 1.855
H -3.108 -1.534 -0.574
H -3.887 -0.307 0.391
H -4.663 -1.209 -1.605
C -2.298 -1.301 5.073
C -0.913 -0.919 4.563
O -0.984 0.402 4.123
H -2.265 -2.382 5.204
H -3.126 -1.275 4.366
H -2.664 -0.851 5.996
H -0.586 -1.592 3.771
H -0.194 -0.863 5.379
H -0.126 0.823 4.034
C 0.024 5.363 1.160
C -1.319 5.186 0.455
O -1.327 3.876 -0.100
H 0.182 6.441 1.133
H 0.975 4.983 0.786
H -0.048 4.980 2.178
H -1.409 5.866 -0.393
H -2.025 5.427 1.249
H -2.141 3.831 -0.607
*
```

***

(2)
The following is a DFT calculation (the ωB97M-V functional and the def2-TZVPD basis) of a 14-piece molecular cluster, C28H84O14 overall at a distorted geometry.

Summary:
* HOMO energy: -0.3637 Eh
* relative energy (zero: lowest compared OMol25 entry of this formula, charge and spin): 4.279 eV
* gap between HOMO and LUMO: 9.83 eV

```
! RIJCOSX wB97M-V def2-TZVPD def2/J DEFGRID3
* xyz 0 1
C 5.691 -3.301 -0.276
C 5.949 -3.409 1.234
O 5.317 -4.612 1.639
H 6.186 -2.402 -0.642
H 4.641 -3.184 -0.545
H 6.109 -4.209 -0.713
H 5.475 -2.638 1.840
H 7.005 -3.418 1.504
H 4.434 -4.352 1.913
C -1.786 6.939 1.722
C -2.562 8.265 1.344
O -3.906 7.926 1.190
H -2.170 6.536 2.659
H -0.742 7.181 1.924
H -1.900 6.237 0.896
H -2.234 8.616 0.366
H -2.276 8.989 2.108
H -4.472 8.672 0.976
C -4.496 -4.096 -1.968
C -5.179 -2.854 -2.570
O -4.150 -2.124 -3.329
H -5.118 -4.581 -1.217
H -3.622 -3.727 -1.431
H -4.193 -4.776 -2.764
H -5.543 -2.234 -1.750
H -6.101 -3.115 -3.090
H -4.584 -1.508 -3.924
C 0.431 -0.307 -0.986
C -0.417 0.383 0.063
O -0.032 -0.067 1.362
H 0.264 0.263 -1.900
H 0.008 -1.301 -1.128
H 1.501 -0.261 -0.780
H -1.498 0.351 -0.073
H -0.189 1.444 -0.036
H -0.450 0.551 1.966
C -5.662 -1.271 3.191
C -6.433 -0.015 2.868
O -6.197 0.968 3.825
H -5.919 -2.054 2.478
H -5.919 -1.608 4.196
H -4.578 -1.158 3.179
H -7.488 -0.283 2.814
H -6.153 0.442 1.919
H -6.792 1.717 3.746
C 0.983 -4.441 -7.462
C -0.151 -3.567 -6.990
O -0.569 -3.966 -5.711
H 0.613 -5.373 -7.890
H 1.674 -4.686 -6.656
H 1.550 -4.009 -8.286
H -0.993 -3.589 -7.682
H 0.228 -2.549 -6.911
H -1.194 -3.323 -5.369
C -0.300 -6.279 3.422
C -0.431 -4.871 2.956
O 0.862 -4.297 2.806
H -1.279 -6.701 3.648
H 0.276 -6.338 4.346
H 0.186 -6.868 2.644
H -1.068 -4.329 3.655
H -0.897 -4.897 1.971
H 0.698 -3.396 2.518
C 2.919 -7.833 -2.239
C 1.506 -7.335 -1.999
O 0.631 -7.510 -3.108
H 2.940 -8.917 -2.344
H 3.554 -7.552 -1.399
H 3.265 -7.464 -3.205
H 1.584 -6.265 -1.803
H 1.059 -7.763 -1.101
H 0.453 -6.661 -3.521
C 5.678 -0.758 -6.019
C 4.537 0.223 -5.689
O 5.054 1.496 -5.191
H 6.344 -0.856 -5.163
H 6.259 -0.362 -6.852
H 5.347 -1.757 -6.305
H 3.916 -0.327 -4.981
H 3.972 0.431 -6.598
H 4.354 1.923 -4.692
C -2.999 1.211 7.907
C -2.186 0.723 6.698
O -2.393 1.558 5.590
H -2.925 0.512 8.739
H -4.040 1.292 7.592
H -2.682 2.220 8.172
H -2.555 -0.247 6.365
H -1.114 0.678 6.887
H -3.305 1.547 5.290
C 3.733 1.935 6.532
C 3.657 2.250 8.019
O 4.673 1.535 8.699
H 2.874 2.299 5.968
H 3.803 0.858 6.380
H 4.617 2.441 6.146
H 2.687 1.983 8.440
H 3.877 3.307 8.169
H 4.781 2.026 9.517
C 4.473 2.705 1.272
C 4.963 4.163 1.413
O 4.068 4.982 0.669
H 4.519 2.381 0.232
H 3.430 2.521 1.530
H 5.065 1.964 1.810
H 5.977 4.325 1.050
H 5.017 4.396 2.477
H 3.925 5.844 1.066
C -5.422 4.569 -3.394
C -5.707 4.035 -2.004
O -6.484 4.937 -1.230
H -4.881 5.516 -3.365
H -6.322 4.717 -3.990
H -4.834 3.831 -3.939
H -4.765 3.759 -1.529
H -6.248 3.094 -2.104
H -5.912 5.628 -0.889
C 0.148 4.577 -5.001
C 0.463 4.910 -3.562
O 1.780 4.384 -3.260
H 0.724 5.244 -5.641
H -0.887 4.729 -5.309
H 0.438 3.565 -5.283
H -0.355 4.564 -2.931
H 0.493 5.989 -3.413
H 2.024 4.694 -2.384
*
```